1.
A structure of composition C25H37AsN8S2Ti at a distorted geometry, computed with ωB97M-V with the def2-TZVPD basis set.

Results
**Total charge**: +2
**Spin multiplicity**: 3
**E_HOMO (spin up / spin down)**: -10.822 / -12.577 eV
**Molecular weight**: 636.5 g/mol

Each line ends with the Löwdin spin population.
Geometry (Å):
1 Ti -0.402 0.709 0.268  1.415
2 C -2.378 -1.530 0.701  0.001
3 C -2.903 -0.944 -0.624  0.002
4 N -2.094 0.217 -1.060  0.014
5 C -1.904 0.268 -2.524  0.005
6 C -1.231 -0.981 -3.104  0.001
7 S 0.188 -1.610 -2.152  0.001
8 C -0.471 -2.952 -1.111  0.000
9 C -0.222 -2.635 0.354  0.002
10 N -0.908 -1.392 0.803  0.009
11 H -2.667 -2.583 0.755  0.000
12 H -2.841 -1.033 1.549  0.000
13 H -3.958 -0.680 -0.522  0.000
14 H -2.850 -1.703 -1.397  0.000
15 H -2.587 1.071 -0.818  0.004
16 H -1.290 1.145 -2.737  0.001
17 H -2.865 0.395 -3.034  0.000
18 H -0.820 -0.725 -4.079  0.000
19 H -1.927 -1.802 -3.265  0.000
20 H 0.073 -3.856 -1.377  0.000
21 H -1.518 -3.121 -1.352  0.000
22 H 0.860 -2.538 0.488  0.001
23 H -0.559 -3.482 0.960  0.000
24 H -0.662 -1.295 1.786  0.004
25 N -0.222 4.673 -1.122  0.014
26 C -1.433 4.948 -0.544  -0.001
27 C -1.883 3.775 -0.027  0.008
28 N -0.972 2.776 -0.277  0.013
29 C 0.025 3.355 -0.943  0.024
30 C 1.112 2.537 -1.367  0.027
31 N 1.102 1.237 -1.060  0.014
32 C 2.287 0.737 -1.555  0.010
33 C 2.986 1.724 -2.170  -0.004
34 N 2.233 2.861 -2.049  0.016
35 H 0.370 5.351 -1.572  0.000
36 H -1.856 5.937 -0.557  0.000
37 H -2.799 3.596 0.508  0.001
38 H 2.565 -0.296 -1.439  0.001
39 H 3.932 1.722 -2.682  0.000
40 H 2.469 3.759 -2.437  0.001
41 C 3.255 1.438 2.425  0.003
42 C 2.809 2.248 3.469  0.065
43 C 1.453 2.389 3.655  0.000
44 C 0.561 1.787 2.762  0.067
45 N 0.997 1.044 1.706  0.038
46 C 2.332 0.859 1.590  0.058
47 C -0.879 1.919 2.858  0.050
48 C -1.503 2.671 3.861  0.004
49 C -2.868 2.819 3.876  0.043
50 C -3.608 2.195 2.868  0.008
51 C -2.939 1.466 1.919  0.033
52 N -1.600 1.285 1.889  0.037
53 H 4.307 1.249 2.269  -0.001
54 H 3.510 2.734 4.132  0.003
55 H 1.082 2.969 4.486  -0.001
56 H 2.658 0.186 0.817  0.004
57 H -0.901 3.135 4.628  -0.001
58 H -3.355 3.407 4.641  0.002
59 H -4.685 2.276 2.835  0.000
60 H -3.513 0.977 1.140  0.002
61 C 4.176 -5.868 0.983  0.000
62 As 4.598 -4.135 0.240  0.000
63 C 6.403 -3.740 0.804  0.000
64 C 4.563 -4.305 -1.691  0.000
65 S 3.286 -2.642 0.876  0.001
66 H 4.981 -6.568 0.761  0.000
67 H 3.241 -6.238 0.571  0.000
68 H 4.070 -5.761 2.061  0.000
69 H 7.080 -4.545 0.523  0.000
70 H 6.388 -3.632 1.887  0.000
71 H 6.735 -2.802 0.363  0.000
72 H 5.215 -5.116 -2.011  0.000
73 H 4.888 -3.369 -2.140  0.000
74 H 3.540 -4.507 -2.003  0.000


2.
A structure of composition C25H37BeBr2Cl5IKMgNO19PS at a distorted geometry, computed with ωB97M-V with the def2-TZVPD basis set.

Results
**Total charge**: -2
**E_HOMO**: -2.718 eV
**Molecular weight**: 1255.0 g/mol

Each line ends with the Löwdin charge.
Geometry (Å):
1 C 2.339 -5.581 -1.412  0.013
2 C 1.547 -4.538 -0.792  -0.162
3 C -0.033 -4.563 -0.604  -0.133
4 C -0.563 -3.749 0.708  -0.359
5 S 0.561 -4.264 2.090  0.739
6 C -0.195 -4.092 3.807  -0.137
7 O 1.879 -3.541 2.164  -0.356
8 O 0.888 -5.763 2.010  -0.342
9 C -2.049 -4.303 1.148  -0.302
10 C -2.893 -4.938 -0.063  -0.118
11 C -2.848 -6.569 -0.096  -0.123
12 O -4.184 -7.106 -0.412  -0.335
13 C -4.471 -6.965 -1.814  -0.445
14 C -5.823 -6.177 -2.228  -0.068
15 O -3.706 -7.401 -2.714  0.074
16 C -2.993 -3.249 1.870  -0.612
17 I -4.272 -4.246 3.380  0.848
18 N -2.361 -2.076 2.541  -0.013
19 C -1.135 -1.509 1.877  -0.128
20 C -0.751 -2.178 0.474  -0.273
21 C 0.401 -1.382 -0.284  -0.574
22 Br 1.712 -0.474 0.955  0.797
23 C -0.372 -0.128 -1.010  -0.680
24 C 0.772 0.926 -1.494  -0.263
25 Br -1.289 -0.723 -2.706  0.682
26 H 2.721 -6.448 -0.776  0.076
27 H 2.574 -5.452 -2.535  0.075
28 H 2.124 -3.606 -0.418  0.115
29 H -0.318 -5.685 -0.551  0.119
30 H -0.594 -4.125 -1.514  0.134
31 H 0.447 -4.804 4.457  0.101
32 H -1.262 -4.489 3.867  0.016
33 H -0.050 -3.050 4.250  0.076
34 H -1.866 -5.172 1.891  0.103
35 H -2.710 -4.467 -1.085  0.134
36 H -4.006 -4.713 0.178  0.100
37 H -2.056 -6.937 -0.848  0.138
38 H -2.560 -6.970 0.930  0.144
39 H -5.720 -5.065 -1.968  0.101
40 H -5.949 -6.299 -3.355  0.104
41 H -6.688 -6.617 -1.606  -0.104
42 H -3.753 -2.818 1.113  0.122
43 H -2.243 -2.271 3.561  0.127
44 H -3.072 -1.310 2.519  0.184
45 H -1.306 -0.387 1.674  0.143
46 H -0.292 -1.550 2.664  0.111
47 H -1.686 -2.064 -0.205  0.128
48 H 0.908 -1.924 -1.146  0.104
49 H -1.113 0.387 -0.306  0.094
50 H 1.722 0.398 -1.839  0.081
51 H 0.336 1.430 -2.436  0.037
52 H 0.940 1.765 -0.744  -0.016
53 C 1.230 4.947 0.540  -1.918
54 Cl 0.985 4.798 -1.220  0.379
55 Cl 2.807 5.697 0.857  0.601
56 Cl -0.059 5.955 1.236  0.620
57 Cl 1.182 3.333 1.285  0.530
58 O 1.720 1.891 -6.185  -0.414
59 Cl 1.129 0.687 -5.641  0.612
60 O -0.289 0.669 -5.935  -0.393
61 O 1.323 0.662 -4.203  -0.494
62 O 1.761 -0.473 -6.231  -0.382
63 Be 2.273 3.689 -3.347  0.370
64 O -2.178 7.414 -0.720  -0.333
65 H -1.361 7.214 -0.270  -0.220
66 C 1.055 11.111 -1.320  0.031
67 C 1.481 10.552 -2.496  -0.404
68 C 1.822 9.068 -2.379  -0.295
69 O 2.150 8.363 -3.319  0.116
70 C 1.757 8.444 -1.042  0.122
71 C 1.343 9.016 0.131  -0.366
72 C 0.903 10.469 -0.017  -0.322
73 O 0.425 11.144 0.906  -0.326
74 O 1.285 8.492 1.269  -0.019
75 O 1.608 11.107 -3.607  0.023
76 H 0.780 12.162 -1.310  0.099
77 H 2.080 7.411 -1.036  0.060
78 O 0.235 -1.116 -8.612  -0.070
79 H -0.678 -1.415 -8.693  0.025
80 H 0.695 -1.869 -8.223  0.025
81 K -0.303 12.893 1.726  1.018
82 Mg -6.475 -7.406 0.259  0.524
83 C 3.559 6.931 5.088  -0.121
84 C 2.524 6.086 4.312  -0.537
85 O 2.861 4.811 4.461  -0.186
86 H 4.573 6.788 4.702  0.062
87 H 3.318 7.997 4.990  0.053
88 H 3.559 6.692 6.157  0.056
89 H 2.519 6.509 3.289  0.047
90 H 1.537 6.415 4.690  0.087
91 O 5.282 -6.824 3.807  -0.198
92 P 4.035 -6.061 3.348  -0.110
93 O 4.422 -4.617 3.012  -0.182
94 O 2.989 -6.061 4.470  -0.239
95 O 3.451 -6.741 2.105  -0.209


3.
A structure of composition C25H37GeN2O2RhSe, computed with ωB97M-V with the def2-TZVPD basis set.

Results
**Spin multiplicity**: 5
**E_HOMO (spin up / spin down)**: -7.243 / -7.470 eV
**Molecular weight**: 652.1 g/mol

Each line ends with the natural charge from an NBO analysis.
Geometry (Å):
1 Rh 0.027 -0.343 -0.161  1.412
2 O -0.273 -1.927 -1.575  -0.747
3 C -0.912 -1.855 -2.686  0.419
4 C -1.671 -2.964 -3.143  -0.250
5 C -2.333 -2.922 -4.341  -0.170
6 C -2.291 -1.787 -5.167  -0.297
7 C -1.563 -0.702 -4.751  -0.123
8 C -0.868 -0.707 -3.525  -0.274
9 C -0.131 0.472 -3.185  0.205
10 N 0.533 0.714 -2.109  -0.527
11 C 1.124 2.042 -1.980  -0.236
12 C 1.015 2.483 -0.514  -0.242
13 N -0.167 1.865 0.035  -0.495
14 C -1.096 2.524 0.612  0.171
15 C -2.309 1.930 1.128  -0.202
16 C -3.097 2.715 1.986  -0.155
17 C -4.279 2.249 2.513  -0.296
18 C -4.710 0.969 2.141  -0.186
19 C -3.968 0.182 1.298  -0.254
20 C -2.724 0.617 0.770  0.372
21 O -2.085 -0.167 -0.034  -0.746
22 H -1.710 -3.838 -2.508  0.213
23 H -2.906 -3.786 -4.655  0.208
24 H -2.821 -1.773 -6.108  0.212
25 H -1.510 0.188 -5.367  0.200
26 H -0.166 1.262 -3.945  0.162
27 H 0.596 2.750 -2.629  0.186
28 H 2.173 2.017 -2.289  0.207
29 H 1.001 3.576 -0.423  0.196
30 H 1.873 2.106 0.053  0.205
31 H -0.994 3.608 0.725  0.172
32 H -2.746 3.711 2.231  0.206
33 H -4.871 2.858 3.181  0.217
34 H -5.651 0.592 2.525  0.213
35 H -4.315 -0.799 0.999  0.216
36 C 3.858 -1.790 1.696  -0.597
37 C 2.867 -0.977 0.848  -0.267
38 C 3.401 -0.833 -0.572  -0.607
39 C 1.498 -1.626 0.886  -0.634
40 H 4.853 -1.341 1.684  0.206
41 H 3.942 -2.805 1.306  0.207
42 H 3.527 -1.858 2.733  0.204
43 H 2.793 0.023 1.302  0.187
44 H 3.532 -1.817 -1.026  0.211
45 H 4.370 -0.330 -0.575  0.205
46 H 2.719 -0.277 -1.217  0.209
47 H 1.149 -1.809 1.900  0.195
48 H 1.404 -2.517 0.262  0.218
49 C -0.719 -2.996 5.023  -1.088
50 Ge -1.981 -1.939 3.954  1.617
51 C -2.024 -2.670 2.145  -1.085
52 C -3.753 -2.045 4.780  -1.083
53 C -1.531 -0.022 4.012  -1.045
54 Se 0.069 0.623 3.117  0.317
55 C 1.412 -0.222 4.235  -0.800
56 H -1.150 -3.981 5.206  0.233
57 H -0.505 -2.535 5.986  0.228
58 H 0.222 -3.146 4.492  0.224
59 H -1.936 -3.756 2.195  0.231
60 H -1.199 -2.300 1.537  0.236
61 H -2.945 -2.418 1.626  0.239
62 H -4.106 -3.074 4.823  0.231
63 H -4.466 -1.459 4.201  0.232
64 H -3.731 -1.648 5.796  0.228
65 H -1.487 0.316 5.050  0.230
66 H -2.346 0.526 3.540  0.256
67 H 1.317 -1.306 4.218  0.217
68 H 1.323 0.145 5.256  0.223
69 H 2.385 0.057 3.837  0.229